No. 1
{
  "formula": "C2H6N2O",
  "method": "wB97M-V/def2-TZVPD",
  "smiles": "[H]/N=C/N.C=O",
  "symbols": ["H", "N", "C", "N", "H", "H", "H", "C", "O", "H", "H"],
  "positions_angstrom": [[1.12353, 3.07467, 2.12031], [0.37307, 2.38940, 2.18199], [0.92898, 1.26319, 1.99690], [0.68258, 0.29788, 0.96126], [1.92766, 1.08650, 2.40293], [1.00692, -0.58382, 1.37738], [-0.32883, 0.19378, 0.84231], [-1.39496, -1.94970, -2.92919], [-2.24574, -2.18221, -2.11661], [-0.53023, -2.54489, -3.30113], [-1.54300, -1.04480, -3.53616]],
  "forces_ev_per_angstrom": [[-0.118, 0.289, 1.768], [-0.796, -0.583, -1.889], [1.750, 0.601, -1.828], [-1.313, -0.258, 3.138], [0.362, -0.251, 0.003], [-0.019, 0.019, -0.694], [0.120, 0.173, -0.507], [-0.858, 0.920, -1.213], [0.788, -0.848, 0.397], [-0.261, -0.438, 0.944], [0.344, 0.376, -0.118]],
  "mulliken_charge": [0.26, -0.62, 0.05, -0.49, 0.26, 0.27, 0.28, -0.04, -0.38, 0.22, 0.20]
}

=====

No. 2
{
  "formula": "C19H20Cl2N6PbS2Se2Te2",
  "method": "wB97M-V/def2-TZVPD",
  "symbols": ["Pb", "C", "C", "N", "C", "S", "N", "N", "C", "C", "C", "C", "C", "C", "C", "N", "H", "H", "H", "H", "H", "H", "H", "H", "H", "H", "H", "H", "H", "Se", "Te", "Te", "Se", "Cl", "C", "C", "C", "C", "C", "Cl", "C", "S", "H", "H", "H", "N", "C", "C", "N", "C", "H", "H", "H", "H"],
  "positions_angstrom": [[0.33848, 0.20200, 0.31563], [-3.88459, -4.75376, -0.96401], [-3.42634, -4.02001, 0.28810], [-1.98221, -3.95364, 0.36036], [-1.27187, -2.94421, -0.16318], [0.36384, -2.86884, 0.53419], [-1.78096, -2.15075, -1.02047], [-1.15582, -0.99565, -1.34972], [-1.55116, -0.37830, -2.40926], [-2.58930, -0.93738, -3.33313], [-0.93863, 0.90735, -2.73801], [-1.44743, 1.69681, -3.77302], [-0.81087, 2.87827, -4.10239], [0.32421, 3.24416, -3.39856], [0.73529, 2.43334, -2.35207], [0.12038, 1.31053, -2.02523], [-4.96536, -4.85347, -0.96037], [-3.43621, -5.74368, -0.99725], [-3.58247, -4.18839, -1.84018], [-3.78755, -4.53516, 1.17931], [-3.81533, -2.99865, 0.28703], [-1.49694, -4.55482, 1.00746], [-2.82893, -1.95817, -3.04865], [-2.22314, -0.92300, -4.35608], [-3.49557, -0.33774, -3.27497], [-2.33846, 1.40448, -4.30162], [-1.19823, 3.50662, -4.89081], [0.86638, 4.14006, -3.65032], [1.59035, 2.69990, -1.74808], [2.40281, -0.91806, -2.25020], [2.20771, -3.01021, -1.10212], [3.86218, -2.72393, 1.03541], [3.10843, -0.64347, 2.11448], [1.61334, 2.53761, 1.22311], [0.45688, 3.83277, 1.08719], [0.93328, 5.10012, 1.37742], [0.09136, 6.19365, 1.32240], [-1.23237, 6.00823, 0.95839], [-1.69449, 4.74267, 0.66044], [-3.34005, 4.56869, 0.18738], [-0.87570, 3.59927, 0.72957], [-1.59001, 2.04454, 0.41606], [1.96840, 5.21294, 1.65777], [0.45877, 7.17865, 1.56561], [-1.91329, 6.84256, 0.90930], [-2.11356, -0.59634, 4.14536], [-1.13229, -1.51181, 4.40292], [-0.29939, -1.48301, 3.32708], [-0.76214, -0.57085, 2.42911], [-1.84749, -0.05288, 2.94619], [-2.87037, -0.34408, 4.75975], [-1.10125, -2.09167, 5.30038], [0.59777, -2.03754, 3.14702], [-2.44101, 0.70530, 2.47804]],
  "forces_ev_per_angstrom": [[1.023, -0.539, -0.244], [0.000, 0.156, 0.210], [-0.217, -0.074, -0.265], [-0.140, -0.279, 0.470], [1.181, 0.047, -0.034], [0.137, -0.303, 0.385], [-1.492, -0.100, -0.573], [0.379, 0.469, -0.165], [-0.295, -0.927, 0.321], [0.043, -0.154, 0.183], [0.265, 0.826, -0.380], [0.052, -0.220, 0.208], [0.157, 0.045, 0.170], [-0.167, -0.057, -0.077], [-0.013, 0.165, -0.125], [-0.201, -0.156, -0.438], [-0.179, -0.047, -0.076], [-0.004, -0.098, -0.086], [0.029, -0.032, -0.155], [0.056, 0.067, 0.031], [0.002, -0.070, 0.065], [-0.020, 0.083, -0.131], [0.005, 0.085, -0.028], [-0.010, 0.030, -0.127], [-0.127, 0.070, -0.065], [-0.068, -0.099, -0.082], [-0.004, 0.014, -0.073], [0.092, 0.127, 0.057], [0.145, 0.035, 0.087], [-0.076, -0.258, 0.014], [-0.084, 0.159, -0.667], [0.170, 0.052, 0.501], [0.126, -0.148, -0.137], [0.319, 0.609, 0.262], [-0.181, 0.446, 0.032], [0.123, 0.021, 0.027], [-0.060, -0.079, -0.016], [0.057, 0.054, 0.012], [0.370, 0.023, 0.058], [-0.367, 0.101, -0.056], [-0.075, -0.219, 0.007], [-0.512, 0.146, 0.079], [0.114, 0.034, 0.030], [0.035, 0.062, -0.001], [-0.081, 0.082, -0.035], [-0.242, 0.120, 0.117], [0.411, -0.362, 0.061], [-0.083, -0.333, 0.588], [-0.441, 0.166, -0.031], [-0.275, 0.186, -0.044], [0.059, -0.010, -0.122], [-0.004, -0.087, 0.226], [0.234, -0.062, 0.071], [-0.163, 0.232, -0.039]],
  "mulliken_charge": [1.11, -1.02, -0.46, -0.15, 0.46, -0.48, -1.06, 1.23, 0.61, -1.46, 0.46, -0.89, -0.58, -0.83, -0.51, 0.21, 0.36, 0.29, 0.21, 0.44, 0.22, 0.22, 0.15, 0.41, 0.37, 0.44, 0.43, 0.45, 0.58, -0.36, 0.16, 0.01, -0.50, -0.24, 0.68, -0.82, -0.43, -0.65, 0.21, -0.22, -0.02, -0.35, 0.43, 0.37, 0.42, -0.05, -0.82, -0.47, 0.47, -0.63, 0.20, 0.43, 0.47, 0.47]
}

=====

Summary of DFT total energy in a.u.
-264.468474 -8313.120092
(order as listed above)
Summary of gap between HOMO and LUMO in eV
9.769 5.789
(order as listed above)